1.
ORCA calculation (ωB97M-V/def2-TZVPD) on C5H11NO in the gas phase.

Each line ends with the Löwdin charge.
Atoms and positions in Å:
C -2.395 -0.786 -1.380  -0.12
C -1.868 -0.213 -0.056  -0.27
C -0.412 0.129 -0.060  -0.16
C 2.377 1.516 0.833  -0.10
N 0.502 -0.747 0.367  0.00
C 1.831 -0.684 0.353  -0.24
O 2.402 0.455 -0.128  -0.15
H -2.219 -0.081 -2.199  0.07
H -1.875 -1.716 -1.631  0.07
H -3.470 -0.995 -1.337  0.06
H -2.445 0.687 0.192  0.10
H -2.083 -0.924 0.756  0.10
H -0.026 0.988 -0.592  0.11
H 2.506 2.457 0.295  0.09
H 1.426 1.534 1.377  0.08
H 3.200 1.394 1.544  0.08
H 0.129 -1.600 0.775  0.16
H 2.418 -1.415 0.893  0.11

Output
Energy relative to the best compared isomer or geometry (same formula, charge and spin)   81.30 kcal/mol
Orbital gap   7.270 eV
Highest occupied orbital energy   -6.28 eV
LUMO   1.0 eV

2.
ORCA calculation (ωB97M-V/def2-TZVPD) on a gas-phase ion, C5H11NO (charge +1) in a non-equilibrium geometry.

Each line ends with the Löwdin spin population.
Atoms and positions in Å:
C 0.868 1.187 -0.535  0.07
N -0.015 0.040 -0.225  0.55
C 0.372 -0.660 1.093  0.04
C -0.762 -1.588 1.561  0.02
C -1.707 -1.758 0.414  0.04
O -1.847 -2.615 -0.436  0.14
C 0.525 2.039 -1.843  0.01
H 1.957 0.854 -0.403  0.05
H 0.863 1.821 0.334  0.01
H 0.239 -0.614 -0.914  0.01
H 1.339 -1.187 0.939  0.03
H 0.547 0.148 1.811  0.00
H -1.330 -1.136 2.415  0.00
H -0.301 -2.454 2.042  0.00
H -2.332 -0.965 0.186  0.03
H 1.333 2.731 -1.966  0.00
H -0.381 2.549 -1.719  0.00
H 0.631 1.608 -2.754  0.00

Output
Expectation value of S²   0.7578
Energy relative to the best compared isomer or geometry (same formula, charge and spin)   77.22 kcal/mol
Multiplicity   2
Charge   +1
Orbital gap (alpha / beta)   11.571 / 5.271 eV
Highest occupied orbital energy (alpha / beta)   -15.11 / -14.17 eV
LUMO (alpha / beta)   -3.5 / -8.9 eV

3.
ORCA calculation (ωB97M-V/def2-TZVPD) on 2 unconnected molecules or ions with the total composition C5H11NO in a non-equilibrium geometry.

Each line ends with the Löwdin spin population.
Atoms and positions in Å:
C 0.474 -0.187 -0.402  0.39
C 1.476 -0.145 0.562  0.15
N 1.712 0.913 1.305  0.29
C -0.107 -1.437 -0.927  0.07
C -1.605 -1.351 -0.876  0.03
C -2.365 -2.082 -1.688  0.01
H 0.060 0.772 -0.711  0.01
H 2.017 -1.040 0.839  0.01
H 2.621 1.031 1.737  0.01
H 1.037 1.685 1.369  0.00
H 0.365 -2.270 -0.415  0.00
H 0.109 -1.593 -1.999  0.03
H -2.146 -0.866 -0.068  0.00
H -3.396 -2.334 -1.465  0.00
H -1.969 -2.359 -2.658  0.00
H 1.042 4.036 2.365  0.00
H 0.191 3.846 1.118  0.00
O 0.484 3.382 1.914  0.00

Output
Expectation value of S²   0.7617
Energy relative to the best compared isomer or geometry (same formula, charge and spin)   27.79 kcal/mol
Multiplicity   2
Charge   +1
Orbital gap (alpha / beta)   9.893 / 6.516 eV
Highest occupied orbital energy (alpha / beta)   -13.13 / -13.21 eV
LUMO (alpha / beta)   -3.2 / -6.7 eV

4.
ORCA calculation (ωB97M-V/def2-TZVPD) on 2 unconnected molecules or ions with the total composition C5H11NO2 in a non-equilibrium geometry.

Each line ends with the Löwdin spin population.
Atoms and positions in Å:
O -0.600 1.603 -1.264  0.02
C 0.630 1.488 -1.120  0.01
C 1.139 0.108 -1.176  0.00
C -0.021 -1.038 -1.321  0.02
C -1.296 -0.800 -0.409  0.05
C -1.214 0.610 1.640  0.38
N -0.799 -0.296 0.808  0.30
H 1.334 2.260 -1.185  0.00
H 1.486 -0.263 -0.213  0.00
H 1.860 0.011 -1.882  0.00
H 0.333 -1.990 -1.029  0.01
H -0.415 -0.673 -2.313  0.00
H -2.103 -0.258 -0.991  0.01
H -1.780 -1.832 -0.234  0.04
H -2.179 1.093 1.521  0.07
H -0.659 1.104 2.519  0.08
H 2.006 0.149 2.472  0.00
H 0.667 -0.640 1.934  0.00
O 1.609 -0.636 2.243  0.01

Output
Expectation value of S²   0.7531
Energy relative to the best compared isomer or geometry (same formula, charge and spin)   78.65 kcal/mol
Multiplicity   2
Charge   -1
Orbital gap (alpha / beta)   3.329 / 7.314 eV
Highest occupied orbital energy (alpha / beta)   0.59 / -3.48 eV
LUMO (alpha / beta)   3.9 / 3.8 eV

5.
ORCA calculation (ωB97M-V/def2-TZVPD) on 2 unconnected molecules or ions with the total composition C5H11NO2.

Each line ends with the Löwdin charge.
Atoms and positions in Å:
C 0.860 1.303 0.336  -0.34
N 0.073 0.225 0.526  -0.10
C -1.183 0.078 -0.206  -0.14
C -1.890 -1.064 0.512  -0.16
C -0.784 -1.880 1.185  -0.16
C 0.384 -0.910 1.395  -0.14
O 0.566 2.258 -0.366  0.01
H 1.816 1.208 0.868  0.14
H -1.739 1.007 -0.220  0.12
H -0.944 -0.173 -1.251  0.13
H -2.499 -1.683 -0.138  0.11
H -2.594 -0.670 1.256  0.11
H -0.519 -2.782 0.642  0.11
H -1.110 -2.257 2.147  0.10
H 1.338 -1.345 1.086  0.12
H 0.479 -0.603 2.432  0.12
H 3.373 2.328 -3.344  0.03
H 1.836 2.389 -3.108  0.03
O 2.540 2.570 -3.752  -0.06

Output
Energy relative to the best compared isomer or geometry (same formula, charge and spin)   15.26 kcal/mol
SMILES   O=CN1CCCC1.O
Orbital gap   10.110 eV
Highest occupied orbital energy   -9.41 eV
LUMO   0.7 eV

6.
ORCA calculation (ωB97M-V/def2-TZVPD) on C5H11NO2 in the gas phase in a non-equilibrium geometry.

Each line ends with the Löwdin charge.
Atoms and positions in Å:
C -0.033 0.560 1.041  -0.25
N 0.580 1.079 -0.163  -0.05
C 0.004 2.204 -0.796  -0.30
O -0.351 1.955 -2.157  -0.06
C 0.513 -0.804 1.411  -0.17
C 0.449 -1.789 0.232  -0.17
C -0.821 -1.872 -0.581  -0.26
O -0.967 -1.312 -1.638  0.05
H 0.098 1.318 1.817  0.12
H -1.127 0.448 0.931  0.12
H 1.077 0.422 -0.735  0.10
H 0.683 3.066 -0.844  0.12
H -0.885 2.511 -0.236  0.12
H -0.911 1.172 -2.156  0.06
H 1.524 -0.792 1.800  0.11
H -0.154 -1.231 2.156  0.11
H 0.692 -2.797 0.573  0.11
H 1.263 -1.643 -0.478  0.11
H -1.633 -2.495 -0.175  0.12

Output
Energy relative to the best compared isomer or geometry (same formula, charge and spin)   41.71 kcal/mol
SMILES   O=CCCCNCO
Orbital gap   9.266 eV
Highest occupied orbital energy   -8.55 eV
LUMO   0.7 eV

7.
ORCA calculation (ωB97M-V/def2-TZVPD) on C5H11NO2 in the gas phase in a non-equilibrium geometry.

Each line ends with the Löwdin charge.
Atoms and positions in Å:
C 1.424 -1.764 -0.495  -0.27
O 0.770 -2.890 -1.018  -0.11
C 0.332 -1.166 0.478  -0.20
C -0.801 -0.362 -0.150  -0.22
C -0.356 1.066 -0.511  -0.12
C -0.218 2.011 0.782  -0.48
N -1.181 2.998 0.665  0.16
O 0.515 1.739 1.718  0.05
H 2.190 -2.191 0.227  0.13
H 1.771 -1.017 -1.161  0.09
H 1.355 -3.685 -0.936  0.11
H -0.236 -2.063 0.908  0.13
H 1.058 -0.515 1.051  0.11
H -1.721 -0.439 0.484  0.13
H -1.009 -0.842 -1.115  0.11
H 0.629 1.108 -0.996  0.11
H -1.205 1.462 -1.172  0.11
H -1.807 3.001 -0.118  0.08
H -1.510 3.550 1.361  0.06

Output
Energy relative to the best compared isomer or geometry (same formula, charge and spin)   42.06 kcal/mol
SMILES   NC(=O)CCCCO
Orbital gap   10.249 eV
Highest occupied orbital energy   -9.37 eV
LUMO   0.9 eV

8.
ORCA calculation (ωB97M-V/def2-TZVPD) on 3 unconnected molecules or ions with the total composition C5H11NO2 in a non-equilibrium geometry.

Each line ends with the Löwdin charge.
Atoms and positions in Å:
C 1.133 -0.570 0.972  0.00
C 0.008 -0.345 -0.036  -0.49
C -1.333 -0.045 0.630  0.06
C -1.512 0.798 1.749  -0.38
O -0.855 0.776 2.801  -0.02
N -0.152 -1.546 -0.819  0.13
C -0.208 -1.182 -2.194  -0.10
O 1.736 1.769 -0.312  -0.34
H 0.982 0.028 1.858  0.07
H 1.920 -0.110 0.360  0.07
H 1.235 -1.601 1.319  0.10
H 0.277 0.458 -0.718  0.05
H -0.562 1.589 0.458  0.35
H -2.192 -0.561 0.191  0.12
H -2.386 1.464 1.819  0.13
H -1.142 -0.642 -2.499  0.13
H -0.110 -2.091 -2.788  0.08
H 0.660 -0.550 -2.472  0.12
H 2.501 2.362 -0.321  -0.06

Output
Energy relative to the best compared isomer or geometry (same formula, charge and spin)   284.57 kcal/mol
Orbital gap   4.572 eV
Highest occupied orbital energy   -8.29 eV
LUMO   -3.7 eV

9.
ORCA calculation (ωB97M-V/def2-TZVPD) on a molecular structure, C5H11NO2 in a non-equilibrium geometry.

Each line ends with the Löwdin charge.
Atoms and positions in Å:
C -0.790 0.990 1.496  -0.05
C -1.677 0.353 0.479  -0.43
C -2.580 1.023 -0.290  0.05
N -1.378 -1.006 0.184  0.07
H -1.199 1.965 1.762  0.08
H -0.831 0.369 2.416  0.09
H 0.243 1.048 1.060  0.07
H -3.223 0.670 -1.123  0.06
H -2.843 2.072 -0.067  0.06
H -1.623 -1.659 1.020  0.18
H -0.023 -0.997 0.105  0.07
H -1.987 -1.360 -0.550  0.12
O 1.731 1.061 -0.407  0.00
C 1.861 -0.183 -0.475  -0.64
O 1.128 -1.070 0.044  0.03
C 3.050 -0.719 -1.271  -0.01
H 3.114 -1.809 -1.213  0.07
H 3.032 -0.399 -2.335  0.09
H 3.995 -0.349 -0.836  0.08

Output
Energy relative to the best compared isomer or geometry (same formula, charge and spin)   34.48 kcal/mol
Orbital gap   9.552 eV
Highest occupied orbital energy   -9.07 eV
LUMO   0.5 eV

10.
ORCA calculation (ωB97M-V/def2-TZVPD) on C5H11NO2 in the gas phase in a non-equilibrium geometry.

Each line ends with the Löwdin charge.
Atoms and positions in Å:
C 0.647 -0.201 -0.045  -0.22
N -0.247 0.890 -0.110  0.05
C -0.013 2.051 -0.844  -0.48
O 1.226 1.810 -1.569  0.03
O -0.761 3.014 -0.767  0.07
C 0.219 -1.077 1.207  -0.17
C -0.829 -2.153 0.879  -0.27
C -0.306 -3.559 1.083  -0.12
H 1.737 0.010 -0.140  0.12
H 0.695 -0.858 -0.943  0.12
H -1.081 0.956 0.455  0.15
H 1.085 2.267 -2.424  0.12
H 1.086 -1.440 1.836  0.13
H -0.248 -0.350 1.770  0.06
H -1.247 -1.982 -0.012  0.05
H -1.735 -1.844 1.542  0.14
H 0.049 -4.259 0.244  0.10
H -1.063 -4.215 1.593  0.08
H 0.421 -3.467 1.858  0.04

Output
Energy relative to the best compared isomer or geometry (same formula, charge and spin)   40.52 kcal/mol
SMILES   CCCCNC(=O)O
Orbital gap   10.277 eV
Highest occupied orbital energy   -9.55 eV
LUMO   0.7 eV

11.
ORCA calculation (ωB97M-V/def2-TZVPD) on C5H11NO2 in the gas phase in a non-equilibrium geometry.

Each line ends with the Löwdin charge.
Atoms and positions in Å:
C 2.522 0.618 -0.827  -0.01
C 1.069 0.720 -0.629  -0.43
N 0.569 0.061 0.532  -0.21
C 0.669 0.599 1.846  -0.07
C -0.370 -0.940 0.341  -0.22
C -1.746 -0.382 0.033  -0.24
O -2.683 -1.507 -0.228  -0.13
O 0.178 1.049 -1.442  0.06
H 2.738 0.968 -1.924  0.12
H 2.968 -0.438 -1.002  0.12
H 3.088 0.991 -0.003  0.07
H 1.550 0.180 2.405  0.10
H 0.667 1.688 1.632  0.10
H -0.307 0.545 2.385  0.10
H -0.069 -1.720 -0.389  0.14
H -0.612 -1.471 1.357  0.15
H -2.161 0.316 0.749  0.11
H -1.677 0.212 -0.913  0.11
H -2.990 -1.728 0.754  0.13

Output
Energy relative to the best compared isomer or geometry (same formula, charge and spin)   73.17 kcal/mol
SMILES   CC(=O)N(C)CCO
Orbital gap   9.211 eV
Highest occupied orbital energy   -8.53 eV
LUMO   0.7 eV

12.
ORCA calculation (ωB97M-V/def2-TZVPD) on C5H11NO2 in the gas phase.

Each line ends with the Löwdin charge.
Atoms and positions in Å:
C -0.646 2.529 1.153  -0.12
N 0.270 1.595 0.512  -0.09
C -0.356 0.358 0.091  -0.34
C 0.701 -0.617 -0.471  -0.13
C 1.311 -1.503 0.594  -0.26
O 2.013 -2.558 -0.053  -0.06
C -1.441 0.547 -0.951  -0.24
O -2.288 -0.271 -1.178  0.07
H -0.279 3.553 1.069  0.08
H -1.655 2.531 0.725  0.07
H -0.720 2.297 2.212  0.08
H 0.765 2.019 -0.261  0.10
H -0.829 -0.098 0.964  0.15
H 0.275 -1.272 -1.224  0.12
H 1.471 -0.021 -0.975  0.12
H 0.525 -1.886 1.254  0.12
H 1.996 -0.935 1.224  0.12
H 2.056 -3.320 0.527  0.08
H -1.395 1.509 -1.510  0.13

Output
Energy relative to the best compared isomer or geometry (same formula, charge and spin)   41.35 kcal/mol
SMILES   CN[C@@H](C=O)CCO
Orbital gap   9.919 eV
Highest occupied orbital energy   -9.01 eV
LUMO   0.9 eV